1.
Density functional theory data (ωB97M-V/def2-TZVPD) for a 3-piece molecular cluster, C39H60O12P2 overall in a non-equilibrium geometry.

Positions of all 113 atoms, in Å:
C 6.77209 -0.94888 -1.84984
H -1.44701 -0.29773 -1.05599
O 6.76880 -0.20399 -5.36354
O 4.49667 -0.84559 -3.22082
O -8.77206 -1.26044 -1.94960
C -5.85071 -0.17207 -1.16957
O -6.60379 -1.38028 -1.10926
C -1.88041 6.24730 1.96895
C 1.39619 3.37641 3.11060
H 9.29507 -0.44041 -5.12139
C 1.55995 1.91428 5.76493
H 2.08294 3.57278 1.03213
O 5.39472 -2.06314 -5.08463
C 7.60849 0.91561 -5.03797
H 2.36839 -2.72293 3.11439
H 7.13292 1.55697 -4.29185
H -6.15147 1.95401 -1.07537
C 2.38223 0.03098 7.22760
O -0.02213 3.60966 6.46580
H 4.08358 -1.13637 6.38443
H -8.50864 -5.20829 -2.56252
H 9.71941 1.23557 -4.69467
C -0.11658 -1.32016 0.97780
O -7.86445 -3.38576 -1.90309
C -1.29364 -0.64488 1.11280
H -2.78364 -0.96811 2.68108
C 2.07571 -2.19324 2.15685
H 0.18797 5.21452 0.31703
H -7.46037 0.99882 -0.34290
H -1.45760 4.97482 4.53874
H -3.09789 3.30347 -0.19817
C 3.52646 0.45574 4.94257
C 0.50931 -2.07244 2.18580
H -11.80430 -2.67561 -2.11435
H -2.92282 -1.02561 -0.27613
H -2.37649 6.73662 2.84406
H -6.19903 -6.22997 -2.57753
H 2.45972 -2.82460 1.30185
C 3.37860 -0.29235 6.20442
H -7.42876 -4.39127 -3.67838
H 4.64319 -0.34898 -7.11757
H -6.70118 -5.64929 -0.97718
O -6.09481 -2.47710 -3.18290
C -0.76736 5.20625 2.40647
H 3.68743 -1.21784 0.14055
H -1.32512 7.03335 1.38011
C 2.84001 -0.79054 2.16502
H 5.15227 0.94883 3.52388
C 0.38380 3.74553 4.12588
H -7.33281 1.11021 -2.09060
H 4.14854 -3.22202 -6.19348
C -9.97821 -1.63907 -2.63178
C 0.20412 4.82077 1.35952
O 6.84090 -1.15721 -3.25945
H 2.17022 -0.05752 2.67954
H 3.70694 0.54404 0.54084
H 0.09722 -3.12829 2.15396
C 8.97459 0.44682 -4.57313
P 5.59987 -0.66481 -4.24075
C -6.74806 1.04477 -1.16847
O 3.51208 2.42925 2.63310
H 7.12967 -2.99959 -1.29498
H -5.21607 -0.14123 -0.28254
H -10.66856 -2.47585 -0.75735
H -10.36396 -3.67302 -2.00314
C -2.89413 5.56332 0.97328
H 6.09556 -0.12815 -1.60445
C 4.58646 -1.42776 -7.28513
H -5.55753 -4.71443 -1.91768
H 5.01426 -0.96593 2.04115
H 2.37901 -0.58440 8.16389
C 0.58321 3.11426 5.53305
O -3.50625 4.43486 1.63095
H 0.71649 1.41453 7.81978
H 2.16368 -0.25353 0.05648
H 6.24669 -2.06073 -0.07416
C 4.65132 0.03369 3.94913
C 3.09905 -0.40254 0.65410
H -5.19827 -0.17574 -2.04886
C -2.12302 -0.24296 -0.16558
H 5.43635 -2.63286 -1.54385
H 5.54680 -1.73966 -7.69958
C -7.60683 -4.59159 -2.62043
C -6.44738 -5.34117 -1.99397
C 6.36929 -2.22950 -1.14627
H 0.20636 -1.65348 3.18109
H -2.52557 0.78630 0.01111
H 3.38539 -1.78134 -5.51722
C -10.75081 -2.66838 -1.82815
P -7.32080 -1.93134 -2.48305
H -2.30933 5.24500 0.05984
H 4.35563 -2.05847 3.30011
C 1.28040 3.90360 1.73672
H -3.64653 6.34346 0.66258
O -4.33958 2.43971 1.15725
C -3.63659 3.34189 0.79241
H 7.72097 1.50131 -5.95338
C -0.70188 4.66048 3.77630
H -2.36392 0.79105 2.39146
H 8.95867 0.18086 -3.51551
H -10.58113 -0.73333 -2.73125
C -1.93913 -0.24609 2.48417
H 3.80294 -1.61972 -8.02084
H -9.75999 -2.00284 -3.63895
H 5.45402 -0.45938 4.57864
H 0.33747 -1.31116 -0.04661
C 2.58499 1.58216 4.73940
H 7.76845 -0.64932 -1.51177
H -1.18820 -0.21829 3.31401
C 4.23328 -1.03271 2.85851
C 2.61180 2.43865 3.45319
C 4.29808 -2.16055 -5.98735
C 1.45807 1.16136 7.02565

Summary:
E_LUMO (eV): -1.0231
SMILES string: CC(C)=CCC[C@H](C)CCc1cccc2c1C(=O)c1ccc(CCOC=O)cc1C2=O.CCOP(=O)(OCC)OCC.CCOP(=O)(OCC)OCC
Highest occupied orbital energy (eV): -8.344

2.
Density functional theory data (ωB97M-V/def2-TZVPD) for a 6-piece molecular cluster, C39H61Br2N8O10P overall in a non-equilibrium geometry.

Positions of all 121 atoms, in Å:
C -0.61646 -0.80013 2.94686
H -1.85204 -4.90926 -1.18358
N -3.70119 -0.81182 -7.68022
C 3.38809 0.02515 7.98376
H 2.66703 1.06880 -4.91033
H -0.84478 -0.05423 3.71564
H -6.54543 -7.85174 -4.25488
H -1.71890 -2.94557 -4.73403
H -0.57511 1.26008 -4.68746
H 6.22613 2.64760 6.39132
C 1.50617 2.96618 2.47337
C 0.44620 -0.89286 -5.97214
O 0.85410 -1.99360 1.02734
C 2.77164 3.31273 3.23333
C 0.49600 -0.36946 -0.66049
C -2.52267 -3.47783 -4.22358
C 2.38874 0.01848 -4.80747
O 3.59982 4.10538 2.84503
C 5.45042 3.43398 8.08521
H -6.04102 -6.08126 -0.54691
H -1.32449 -5.51932 -2.76513
C -7.65033 -6.35781 -2.51853
H 2.45926 -0.53985 8.12255
C 4.64300 4.51947 -0.09714
H -3.21945 4.14317 1.65208
H -5.59573 -8.77401 -3.06504
H 0.62696 1.15749 -3.37664
O -1.49203 6.26429 1.07174
O -0.74506 -1.06053 -6.18291
H -7.89433 -5.75949 -1.64295
C -2.02681 1.71262 0.39045
H -4.08391 2.03872 0.91921
H -2.49871 -2.43546 -7.37074
H -5.72858 -0.80268 -8.18089
C -1.99097 -2.52241 -2.08216
N 0.95787 -0.12621 -4.99968
O -3.17683 4.32798 0.69866
N -6.32943 -6.94028 -2.38402
H 5.22785 5.14994 0.56743
P -1.60933 4.78325 0.36841
H 7.28658 3.68969 0.11196
H 7.19772 5.01571 -1.07199
H -3.05621 -5.46710 -2.35820
C 6.95229 3.96713 -0.89002
H 3.96302 5.13779 -0.68531
O -4.44704 -7.19165 -1.13435
O -4.41883 -2.78572 -6.80665
H -2.97882 1.99971 2.32355
Br 1.28072 5.73511 1.97959
H -4.99522 0.80508 -7.96407
H -5.35528 -0.21830 -6.55268
C 2.94741 2.53105 4.51811
N -0.40976 -0.13689 1.65258
H 3.78682 2.39533 8.97947
C 2.64198 1.18157 4.46276
H 3.35772 -2.41353 8.38365
H -2.46397 0.86383 -7.59611
C 1.17958 1.61538 2.41639
O -2.05922 -1.37902 -2.51572
H 4.05306 3.82046 0.49071
H -1.68768 -0.60329 -8.21360
C -5.81418 -7.77858 -3.45376
H -2.29725 2.40676 -0.40870
H -7.68021 -5.72011 -3.40420
H -1.74933 -2.73582 -1.02633
H -4.88936 -7.34996 -3.84165
H 6.09036 1.54755 7.63600
H 2.65949 -0.32618 -3.80787
H 5.82597 3.51623 9.11153
C 3.38196 3.09948 5.68027
H -3.43823 -2.89774 -4.33017
N 5.51960 3.77892 -0.99295
N 6.34396 2.49549 7.38582
H -1.38402 -1.57900 2.89907
C 0.36207 -0.92157 0.75222
H 5.50422 -0.75969 7.44461
C 4.50751 -1.02698 7.81313
H -2.84171 0.27613 -9.23722
N 4.31214 -2.25222 8.05679
C 0.05429 0.58608 -4.10409
H -2.14069 6.39786 1.77770
C 2.78368 0.38908 5.57856
H -8.39158 -7.15283 -2.62365
N -2.19426 -3.62385 -2.81022
H -3.13448 -0.47304 2.34460
C -0.47171 3.57132 1.21034
H 3.31235 3.88760 8.22843
H 3.59705 0.54148 8.92413
C -5.56060 -6.73021 -1.29872
O 3.77892 2.73838 -2.02627
H 3.59436 4.16456 5.72908
H 1.22007 -1.38187 -6.58810
C 3.50298 2.31144 6.80878
C -2.60499 -0.02583 -8.21276
C 0.70512 3.90672 1.87412
H 0.41262 0.71959 -0.72296
C -2.10051 -4.95697 -2.24191
C -5.02159 -0.21635 -7.59153
C 0.02391 1.23454 1.75379
C -3.53349 -2.07969 -7.26316
H -1.75621 0.75690 -0.06193
H 5.72297 2.42914 -2.51949
C 3.94935 3.00166 8.08469
H 0.29125 -1.31483 3.28854
H -3.58320 -0.53923 0.62553
H -2.65909 -4.45645 -4.67709
H 1.39432 -0.72217 -1.16888
Br 2.32648 -1.47107 5.46308
H -0.58877 -0.12847 -3.58948
H 7.47220 3.34989 -1.62044
O 2.46786 -0.40959 2.67175
H -0.36510 -0.77025 -1.21815
C 3.23282 0.94952 6.78828
H -4.72008 0.05692 1.85462
C -3.23261 1.51656 1.37193
C 2.12272 0.65317 3.12894
C 4.97161 2.93916 -1.89197
H 2.93452 -0.56771 -5.54505
C -3.66485 0.05025 1.54448
H 5.52386 4.41768 7.60918
C -0.78503 2.20631 1.14316

Summary:
E_LUMO (eV): -0.8400
SMILES string: [H]/N=C\Cc1c(CCN)cc2c(c1Br)C(=O)c1c(c(Br)c(P(O)O)c(CCC)c1N(C)C(C)=O)C2=O.CN(C)C=O.CN(C)C=O.CN(C)C=O.CN(C)C=O.CN(C)C=O
Highest occupied orbital energy (eV): -8.676

3.
Density functional theory data (ωB97M-V/def2-TZVPD) for a 4-piece molecular cluster, C39H62F13N3O13PS overall in a non-equilibrium geometry.

Positions of all 132 atoms, in Å:
H 4.96376 0.79195 -0.41048
H -2.86023 1.00838 -0.67422
H -6.66886 -4.07808 3.91816
F 3.14098 2.12735 2.92467
H -0.15481 -2.82112 -0.24587
O 4.29997 -0.10695 -6.57382
H 3.09868 -0.22367 0.91079
H -4.94780 1.67354 -8.52148
H -0.24956 1.87116 0.19427
H -4.28778 -0.47833 0.16077
O 6.53077 -0.02733 -6.93552
H 1.01182 -0.61520 -2.04701
H -5.27872 1.84405 -6.79358
C -1.20171 3.47415 3.61143
H 2.35881 -6.25519 1.92238
C -4.99444 -1.21279 1.97799
C -6.21521 -3.26830 3.36867
H 3.31387 -3.79846 -4.15829
F 6.36733 1.44550 6.14234
C 5.13557 -0.04164 0.27323
H -0.66018 -6.64285 1.91397
O -3.72150 2.30686 2.48246
H -2.38658 5.58352 0.27817
H -2.98514 -0.68294 -2.50202
C -5.52836 -2.28506 1.31687
C -3.43409 3.33926 -5.18092
H -3.28432 4.92126 -2.39397
H 0.96305 -4.12234 1.52620
C -1.97306 -1.74217 0.31027
F 1.70288 2.56960 6.01803
C -4.88679 2.35398 -7.67267
F 5.12171 -0.20540 5.35602
H 6.61615 2.09540 -8.71231
H -6.53426 -4.13856 1.44445
H -2.24143 3.75289 3.76217
H 0.58063 4.60936 2.20907
H 0.36738 -6.25825 0.49930
H -3.79263 2.37330 3.44584
C 3.86720 -0.84579 0.45199
F 1.67491 3.58267 4.11912
H -5.52641 3.21590 -7.86602
C 5.39819 0.20276 -7.26704
H -0.11548 -2.17405 1.39908
O 3.33203 -1.28254 -0.80667
H -2.81557 3.24040 -2.69555
C -1.15864 -4.00612 1.19511
C -3.50536 4.03392 -2.97998
C -5.81327 -2.15713 5.55104
N -1.25730 2.02259 0.24333
O -1.88159 4.76888 0.15881
N -2.61115 1.53846 2.15505
C 3.01674 1.65416 4.18609
H -2.17223 -1.81775 -0.75544
H -0.89634 2.65692 5.57791
P -0.85894 0.45204 -1.89861
H 4.25973 1.05881 -4.17633
H -1.95700 -3.89339 1.92649
C -1.84679 0.77624 -0.35422
C -4.29929 -0.11964 1.18606
C 4.53524 -0.74742 -5.31500
C 0.01745 4.00778 1.51079
H 5.94490 0.67598 -4.50365
H -2.80285 1.95444 -7.23041
H 4.02548 -1.70095 1.10959
H 5.25593 -1.55693 -5.43349
C -0.87819 2.30100 4.55115
C -1.62207 2.23808 1.52804
H -5.47276 -2.33006 0.23742
H 0.04168 -4.49006 2.95882
H 6.80370 0.46479 -9.41394
H 5.94239 -0.63883 -0.14883
C 0.23879 -6.13060 1.57276
H -3.07396 3.27401 -8.35780
H -2.75771 -0.48720 2.60680
C 1.70679 2.35660 4.70202
O 4.87991 -2.92843 -0.91306
H -2.45048 0.52195 -3.64364
C 4.97796 0.24080 -4.25586
C -3.45563 2.79682 -7.45783
C 0.43369 1.59431 4.29863
C 6.10362 1.26963 -9.20300
C 3.94935 -2.32347 -1.36801
H -1.45951 -4.67460 0.39081
F 0.53087 1.13993 3.02879
F 5.31848 0.06290 7.53871
H -4.96436 0.74187 1.20504
O 0.12188 5.83229 -0.00061
S 4.87242 0.97950 6.35363
H -4.71857 -0.32019 3.89365
H -6.82495 -2.40426 5.85864
F 0.42587 0.48063 5.08583
F 2.86790 0.34699 4.07246
C -6.13485 -3.30781 2.00427
N -0.98008 3.18520 2.19247
O 0.23228 -0.70586 -1.48779
O 5.02002 0.80943 -8.38944
O -3.35432 3.79101 -6.42350
C -2.89368 0.15240 1.73366
H 5.66780 1.62014 -10.13377
C -0.58113 4.97131 0.47638
H -0.63581 4.34511 3.90825
C -5.11388 -1.17061 3.35039
H 1.39071 -6.39811 3.36492
H -4.53391 3.72839 -2.78736
C 0.07166 -4.64591 1.88096
F 4.24119 3.34836 5.31248
C 4.32606 2.08759 4.91387
F 4.69727 2.17191 7.37365
H -2.81241 -2.20921 0.81831
F 5.30401 2.04982 4.00647
H 3.58404 -1.19179 -5.02504
H -5.46011 -1.22715 5.98399
O -3.34853 4.38287 -4.35089
H 4.06016 -4.52782 -2.73185
C 1.44616 -6.69658 2.31997
H -5.17042 -2.94171 5.95111
O -3.55638 2.18845 -4.84067
H 1.48605 -7.77769 2.25826
H 5.46891 0.35211 1.23401
C -1.78829 -0.27956 0.76119
H 5.05970 -0.25272 -3.28610
C 3.95947 -3.60960 -3.30514
C -0.75258 -2.62930 0.63940
H 0.74055 3.39285 0.98067
H -0.82080 -0.26567 1.25742
O 3.34797 -2.56874 -2.53469
H 4.93349 -3.28229 -3.66490
F 3.38005 0.53697 6.60619
H -1.64593 -1.06391 -3.64658
H -1.64486 1.53380 4.49979
C -5.71424 -2.18167 4.04999
C -2.10800 -0.30564 -3.02449

Summary:
E_LUMO (eV): -2.9807
Charge: +1
Highest occupied orbital energy (eV): -11.030

Asked for frontier orbital gap across the records above, the calculation gives 7.32 7.84 8.05 eV in order.